A cluster of 14 separate species, C2H31O14 in total in a non-equilibrium geometry. Source: OMol25; level of theory: ωB97M-V/def2-TZVPD.

Structure (XYZ):
```
47
Properties=species:S:1:pos:R:3:forces:R:3
C -3.77114 -4.71077 -22.48322 -0.452 -0.816 -0.696
C -2.48679 -5.27352 -23.09661 -0.745 0.842 0.996
O -1.43701 -4.99211 -22.30251 1.292 -0.167 -0.069
H -3.68706 -3.63600 -22.32228 0.230 -0.096 0.192
H -4.02868 -5.26065 -21.57801 0.061 0.302 0.217
H -4.56901 -4.90336 -23.20045 -0.487 0.176 -0.039
H -2.45396 -4.84979 -24.10034 0.372 0.441 -0.849
H -2.66237 -6.33241 -23.28641 -0.086 -0.986 0.022
O -3.28273 -7.79404 -19.30837 -0.470 -0.311 0.331
H -2.32876 -7.82994 -19.37825 0.592 0.060 -0.015
H -3.56056 -7.28975 -20.07306 -0.277 0.192 -0.172
O -5.92246 -2.19839 -21.89430 -0.406 0.005 0.259
H -5.17877 -2.72778 -22.18223 0.127 -0.126 -0.154
H -5.55539 -1.32577 -21.75280 0.091 0.197 -0.069
O -4.45209 -1.73789 -24.76072 -0.445 0.016 0.121
H -4.79474 -1.49097 -25.61970 -0.162 0.097 -0.179
H -3.65569 -2.23277 -24.95324 0.646 -0.106 0.132
O -7.69155 -3.31178 -24.50385 -0.338 0.041 -0.072
H -7.92395 -4.00494 -25.12171 -0.069 -0.167 -0.142
H -6.73589 -3.34139 -24.45830 0.429 0.214 0.210
O 0.96164 -3.58617 -21.31423 0.524 0.423 0.430
H 0.19542 -3.97755 -21.73370 -0.658 -0.329 -0.517
H 1.52738 -4.32974 -21.10622 0.113 -0.128 -0.110
O -2.07398 -9.38462 -24.71015 -0.261 -0.056 -0.233
H -1.58716 -8.64512 -24.34631 0.197 0.304 0.125
H -1.90906 -10.10382 -24.10041 0.060 -0.174 0.156
O 0.95419 -5.38785 -24.05327 0.591 -0.283 -0.358
H 0.95022 -5.60733 -24.98496 0.116 -0.053 -0.207
H 0.04197 -5.17914 -23.85199 -0.708 0.199 0.842
O -3.30939 -6.19391 -26.52294 -0.002 0.190 -0.280
H -3.13734 -6.29861 -25.58716 0.116 0.045 0.403
H -3.84009 -6.95564 -26.75607 -0.080 -0.222 -0.068
O -0.71189 -7.54907 -20.44522 0.086 -0.738 0.329
H -1.32337 -7.06569 -21.00081 0.027 0.725 -0.563
H -0.07493 -6.89308 -20.16206 0.088 0.298 -0.039
O -1.62524 -2.29369 -23.97039 -0.289 0.103 -0.602
H -1.83821 -2.99017 -23.34927 0.291 -0.640 0.634
H -1.61435 -1.49578 -23.44177 0.107 0.206 0.064
O -1.72762 -3.77451 -19.78276 -0.055 0.547 1.047
H -2.67898 -3.88009 -19.78064 -0.175 -0.106 -0.052
H -1.42518 -4.33828 -20.49475 -0.054 -0.329 -0.963
O -4.94362 -8.11577 -21.63435 -0.164 0.146 0.037
H -4.25915 -8.78406 -21.60099 0.226 -0.228 0.191
H -5.18019 -8.06054 -22.56020 -0.063 0.121 -0.264
O -0.07464 -2.91037 -26.41172 0.143 0.085 -0.479
H 0.29039 -3.74223 -26.71337 0.116 -0.129 -0.083
H -0.74464 -3.15913 -25.77498 -0.196 0.215 0.536
```
Forces are in eV/Å.

Results
- Lowest unoccupied orbital energy: 2.21 eV
- Strongest force on any atom: 1.50 eV Å⁻¹
- HOMO level: -5.44 eV
- Gap between HOMO and LUMO: 7.65 eV
- DFT total energy: -1148.189606 Eh
- Relative energy (zero: lowest compared OMol25 entry of this formula, charge and spin): 117.87 kJ/mol
- Net charge: -1